The following is a quantum chemistry calculation of C48H51ClIN4O4OsTe as an isolated structure, from the OMol25 dataset.

ΔE to the lowest compared entry with this formula, charge and spin (kcal per mole): 98.5
Highest occupied orbital energy (alpha / beta) (eV): -11.9 / -11.9
LUMO energy (alpha / beta) (Ha): -0.22447 / -0.21671
HOMO-LUMO gap (alpha / beta) (eV): 5.8 / 6.0

The geometry in ORCA input format:
```
! RIJCOSX wB97M-V def2-TZVPD def2/J DEFGRID3
* xyz 2 2
Os -0.806 -0.110 0.643
Cl 5.509 1.513 -0.329
C 3.999 1.174 0.422
C 3.771 -0.073 0.921
C 2.535 -0.390 1.520
I 2.426 -2.193 2.534
C 1.509 0.537 1.558
O 0.309 0.260 2.143
C 1.771 1.881 1.111
N 0.803 2.813 1.298
C 1.076 4.057 0.980
C 2.286 4.478 0.397
C 3.253 3.543 0.161
C 3.023 2.203 0.542
H 4.551 -0.820 0.875
H 0.300 4.789 1.187
H 2.441 5.521 0.159
H 4.201 3.815 -0.281
C -0.546 2.878 -2.677
C -0.199 1.840 -1.594
N -1.412 1.421 -0.845
C -2.068 2.596 -0.217
C -2.438 3.636 -1.296
N -2.026 3.101 -2.638
C -2.730 1.809 -2.928
C -2.373 0.809 -1.815
H -0.296 2.525 -3.675
H -0.062 3.837 -2.503
H 0.511 2.256 -0.889
H 0.236 0.948 -2.043
H -1.384 3.012 0.517
H -2.955 2.230 0.297
H -1.916 4.581 -1.155
H -3.508 3.830 -1.338
H -2.277 3.783 -3.354
H -2.399 1.467 -3.909
H -3.796 2.021 -2.967
H -1.916 -0.093 -2.227
H -3.256 0.509 -1.261
C -5.336 -1.132 6.689
C -4.827 -1.178 5.278
C -5.224 -0.247 4.333
C -4.750 -0.270 3.023
C -5.254 0.772 2.057
C -3.860 -1.275 2.650
C -3.449 -2.236 3.590
C -2.438 -3.313 3.249
C -3.921 -2.164 4.886
C -3.380 -1.368 1.237
O -3.554 -2.327 0.532
O -2.743 -0.262 0.751
H -6.102 -0.369 6.811
H -4.525 -0.912 7.385
H -5.762 -2.093 6.979
H -5.934 0.522 4.616
H -4.701 1.707 2.182
H -6.304 0.986 2.253
H -5.167 0.457 1.018
H -2.882 -4.115 2.672
H -2.033 -3.740 4.166
H -1.083 -1.781 2.812
H -3.580 -2.891 5.616
C -2.742 -1.400 -8.815
C -2.370 -1.716 -7.394
C -2.974 -2.761 -6.707
C -2.648 -3.067 -5.389
C -3.347 -4.223 -4.722
C -1.679 -2.294 -4.734
Te -1.232 -2.769 -2.713
N -1.361 -2.697 2.474
C -0.884 -2.988 1.279
O -0.260 -2.069 0.645
C -0.903 -4.319 0.634
C 0.327 -4.775 0.155
C 0.402 -5.991 -0.501
C -0.748 -6.739 -0.711
C -1.976 -6.266 -0.270
C -2.061 -5.059 0.407
C 0.873 -2.852 -2.837
C 1.575 -1.918 -2.083
C 2.958 -1.937 -2.021
C 3.645 -2.905 -2.742
C 2.946 -3.832 -3.501
C 1.552 -3.833 -3.563
C 0.832 -4.853 -4.398
C -1.061 -1.229 -5.404
C 0.014 -0.379 -4.776
C -1.417 -0.962 -6.722
H -3.279 -2.227 -9.277
H -1.857 -1.189 -9.415
H -3.387 -0.520 -8.860
H -3.718 -3.365 -7.213
H -4.053 -4.687 -5.407
H -3.901 -3.907 -3.836
H -2.632 -4.983 -4.400
H 1.218 -4.175 0.298
H 1.360 -6.349 -0.855
H -0.690 -7.686 -1.229
H -2.877 -6.833 -0.461
H -3.031 -4.671 0.681
H 0.979 -1.185 -1.553
H 3.494 -1.203 -1.434
H 4.726 -2.937 -2.717
H 3.494 -4.580 -4.061
H 1.520 -5.615 -4.760
H 0.358 -4.385 -5.265
H 0.041 -5.340 -3.823
H -0.201 -0.192 -3.719
H 0.110 0.568 -5.313
H 0.987 -0.872 -4.803
H -0.921 -0.150 -7.246
*
```


The following is a quantum chemistry calculation of an isolated molecule of C26H29ClN4O3, from the OMol25 dataset.

ΔE to the lowest compared entry with this formula, charge and spin (kcal per mole): 14.7
Highest occupied orbital energy (eV): -8.1
LUMO energy (Ha): 0.01615
SMILES: CCCCOc1ccc(-c2cncc(C(=O)NCc3cccnc3N3CCOCC3)c2)cc1Cl
HOMO-LUMO gap (eV): 8.6

The geometry in ORCA input format:
```
! RIJCOSX wB97M-V def2-TZVPD def2/J DEFGRID3
* xyz 0 1
C -9.470 -1.631 0.524
C -8.364 -2.623 0.185
C -7.809 -2.443 -1.229
C -6.945 -1.194 -1.372
O -5.800 -1.372 -0.560
C -4.878 -0.391 -0.492
C -4.924 0.817 -1.183
C -3.918 1.754 -1.037
C -2.828 1.519 -0.206
C -1.758 2.511 -0.064
C -2.032 3.880 -0.022
N -1.107 4.812 0.107
C 0.154 4.439 0.206
C 0.560 3.104 0.172
C 2.011 2.788 0.322
O 2.756 3.458 1.010
N 2.431 1.715 -0.388
C 3.775 1.193 -0.278
C 3.783 -0.155 0.401
C 2.880 -0.419 1.417
C 2.769 -1.699 1.945
C 3.556 -2.688 1.386
N 4.456 -2.452 0.450
C 4.616 -1.215 -0.016
N 5.569 -1.034 -1.006
C 6.116 -2.236 -1.618
C 7.295 -2.792 -0.815
O 8.300 -1.812 -0.650
C 7.784 -0.672 -0.008
C 6.623 -0.053 -0.801
C -0.421 2.130 0.042
C -2.773 0.311 0.490
C -3.780 -0.619 0.351
Cl -3.709 -2.106 1.226
H -10.286 -1.709 -0.193
H -9.102 -0.608 0.516
H -9.866 -1.836 1.516
H -8.760 -3.637 0.274
H -7.544 -2.522 0.898
H -7.192 -3.307 -1.483
H -8.629 -2.383 -1.947
H -7.497 -0.302 -1.055
H -6.644 -1.067 -2.421
H -5.747 1.031 -1.846
H -3.972 2.674 -1.600
H -3.051 4.240 -0.070
H 0.887 5.225 0.316
H 1.775 1.186 -0.938
H 4.331 1.936 0.305
H 4.213 1.106 -1.277
H 2.248 0.377 1.784
H 2.074 -1.917 2.739
H 3.481 -3.720 1.703
H 5.328 -2.984 -1.686
H 6.457 -1.959 -2.621
H 7.766 -3.624 -1.340
H 6.932 -3.131 0.165
H 8.611 0.035 0.077
H 7.426 -0.938 1.000
H 6.247 0.812 -0.259
H 6.985 0.262 -1.785
H -0.166 1.079 0.030
H -1.958 0.102 1.165
*
```


The following is a quantum chemistry calculation of C27H43N5NiO5PS3 as an isolated structure, from the OMol25 dataset.

ΔE to the lowest compared entry with this formula, charge and spin (kcal per mole): 15.5
Highest occupied orbital energy (alpha / beta) (eV): -5.2 / -5.2
LUMO energy (alpha / beta) (Ha): 0.06151 / 0.06145
HOMO-LUMO gap (alpha / beta) (eV): 6.9 / 6.9

The geometry in ORCA input format:
```
! RIJCOSX wB97M-V def2-TZVPD def2/J DEFGRID3
* xyz -1 3
Ni 1.137 -1.524 -0.249
C -2.675 -5.312 -0.172
O -1.859 -4.617 -1.106
C -0.801 -3.913 -0.681
O -0.250 -3.139 -1.438
N -0.373 -4.152 0.585
N 0.660 -3.352 1.065
H -3.522 -5.678 -0.744
H -3.034 -4.640 0.610
H -2.153 -6.164 0.274
H -0.874 -4.750 1.216
H 1.532 -3.845 1.227
H 0.389 -2.836 1.893
S 3.709 -2.556 1.980
C 3.652 -0.991 1.376
N 2.866 -0.465 0.451
C 3.221 0.832 0.121
C 2.653 1.602 -0.894
C 3.131 2.879 -1.127
C 4.167 3.408 -0.361
C 4.754 2.654 0.644
C 4.278 1.371 0.867
S 4.851 0.174 1.989
H 1.860 1.187 -1.505
H 2.693 3.464 -1.925
H 4.523 4.410 -0.563
H 5.574 3.045 1.233
N 2.358 -2.187 -1.876
C 2.108 -1.187 -2.895
C 3.114 -0.790 -3.764
C 2.864 0.190 -4.717
C 1.610 0.761 -4.801
C 0.598 0.377 -3.937
C 0.844 -0.594 -2.982
S 1.189 1.932 -6.113
O 0.403 1.105 -7.021
O 2.468 2.371 -6.647
O 0.423 2.966 -5.430
H 3.348 -2.360 -1.777
H 1.880 -3.058 -2.090
H 4.094 -1.250 -3.686
H 3.632 0.514 -5.407
H -0.370 0.850 -4.038
H 0.051 -0.926 -2.319
C -0.686 1.981 -0.904
C -1.893 1.557 -0.052
C -2.814 0.726 -0.955
C -2.647 2.789 0.445
P -1.233 0.355 1.290
N -0.257 -0.687 0.730
C -0.416 1.392 2.683
C -1.367 2.155 3.605
C 0.500 2.400 1.978
C 0.497 0.454 3.485
C -2.764 -0.558 2.046
C -3.145 -1.686 1.075
C -3.984 0.303 2.372
C -2.276 -1.237 3.332
H -0.999 2.197 -1.928
H 0.042 1.172 -0.938
H -0.198 2.873 -0.515
H -3.017 1.286 -1.872
H -3.771 0.518 -0.478
H -2.336 -0.215 -1.231
H -3.020 3.342 -0.423
H -1.999 3.466 1.003
H -3.501 2.529 1.072
H -2.053 2.788 3.039
H -0.780 2.803 4.263
H -1.953 1.493 4.242
H -0.063 3.192 1.485
H 1.130 1.899 1.243
H 1.152 2.875 2.717
H -0.035 -0.095 4.259
H 1.282 1.036 3.978
H 0.977 -0.258 2.812
H -3.887 -1.381 0.339
H -3.568 -2.530 1.633
H -2.247 -2.017 0.549
H -4.457 0.702 1.476
H -3.726 1.136 3.027
H -4.729 -0.310 2.892
H -1.334 -1.756 3.148
H -3.018 -1.968 3.669
H -2.132 -0.526 4.143
*
```


The following is a quantum chemistry calculation of C23H29ClN4O5RuSe2 as an isolated structure, from the OMol25 dataset.

ΔE to the lowest compared entry with this formula, charge and spin (kcal per mole): 0.0
Highest occupied orbital energy (alpha / beta) (eV): -4.0 / -3.9
LUMO energy (alpha / beta) (Ha): 0.08834 / 0.08794
HOMO-LUMO gap (alpha / beta) (eV): 6.4 / 6.3

The geometry in ORCA input format:
```
! RIJCOSX wB97M-V def2-TZVPD def2/J DEFGRID3
* xyz -1 2
Ru 0.089 -0.794 0.087
O -1.873 -1.489 0.432
C -2.233 -2.526 1.328
C -1.328 -2.755 2.546
C -2.130 -3.643 3.515
O -2.444 -4.943 3.023
C -1.078 -1.434 3.275
Se 0.243 -0.246 2.438
C 0.012 -3.447 2.244
Se 0.728 -3.140 0.460
H -2.322 -0.615 0.709
H -2.309 -3.445 0.737
H -3.230 -2.275 1.713
H -3.048 -3.118 3.809
H -1.537 -3.807 4.417
H -2.902 -4.849 2.181
H -0.672 -1.654 4.265
H -2.013 -0.884 3.409
H -0.102 -4.528 2.323
H 0.750 -3.108 2.972
C 3.878 3.165 0.488
N 3.575 1.865 -0.089
C 4.406 1.326 -1.008
C 4.131 0.150 -1.586
C 2.917 -0.517 -1.200
N 2.062 0.018 -0.321
C 2.349 1.248 0.250
O 1.622 1.809 1.038
N 2.670 -1.686 -1.769
H 4.874 3.152 0.932
H 3.138 3.370 1.254
H 3.829 3.946 -0.273
H 5.295 1.899 -1.240
H 4.783 -0.289 -2.324
H 3.206 -1.970 -2.567
H 1.788 -2.144 -1.600
C 0.872 1.165 -2.814
C 0.482 -0.274 -3.023
C 0.551 -0.916 -4.244
C -0.075 -2.172 -4.077
C -0.497 -2.235 -2.763
C -1.428 -3.281 -2.220
N -0.122 -1.092 -2.089
H 0.309 1.793 -3.511
H 1.933 1.338 -3.018
H 0.625 1.510 -1.817
H 0.933 -0.484 -5.159
H -0.286 -2.913 -4.835
H -1.998 -3.696 -3.055
H -2.127 -2.831 -1.517
H -0.930 -4.099 -1.702
Cl -1.784 7.529 1.229
C -1.801 5.798 0.976
C -2.733 5.027 1.648
C -2.739 3.656 1.439
C -1.824 3.067 0.578
C -0.892 3.860 -0.078
C -0.879 5.233 0.111
C -1.828 1.571 0.380
O -2.767 0.928 0.897
O -0.898 1.113 -0.342
H -3.437 5.495 2.322
H -3.452 3.019 1.945
H -0.174 3.385 -0.732
H -0.161 5.862 -0.398
*
```